No. 1
Density functional theory data (ωB97M-V with the def2-TZVPD basis set) for one molecule with the formula C4H9NO in a non-equilibrium geometry.

Calculated values
**Relative energy (zero: lowest compared OMol25 entry of this formula, charge and spin)**: 64.35 kcal/mol
**Highest occupied orbital energy**: -8.82 eV
**Charge**: 0
**LUMO level**: 1.0 eV
**Orbital gap**: 9.86 eV
**SMILES**: C/N=C(\C)OC

The geometry in XYZ format:
```
15
Properties=species:S:1:pos:R:3:forces:R:3
C -0.233 2.017 0.250 1.83 0.19 -0.58
N 0.379 0.701 0.209 -0.21 -1.65 1.25
C -0.253 -0.363 0.032 -0.16 -0.06 0.19
C -1.726 -0.542 0.179 -0.38 -0.12 -0.10
O 0.416 -1.496 -0.277 -0.18 -0.34 0.08
C 1.828 -1.381 -0.428 0.18 -0.04 0.01
H -1.321 2.186 -0.020 1.41 -0.41 -0.40
H -0.054 2.559 1.187 0.12 -0.41 -0.05
H 0.727 2.136 -0.395 -2.43 3.01 -0.24
H -2.261 -0.128 -0.681 0.04 -0.12 0.06
H -1.963 -1.601 0.272 -0.06 0.06 -0.05
H -2.079 -0.013 1.073 0.12 -0.12 -0.21
H 2.088 -0.724 -1.267 -0.13 -0.10 0.19
H 2.179 -2.397 -0.624 -0.06 0.18 0.03
H 2.295 -0.986 0.481 -0.12 -0.07 -0.17
```
Forces are in eV/Å.

---

No. 2
Density functional theory data (ωB97M-V with the def2-TZVPD basis set) for a 11-piece molecular cluster, C6H34N2O10 overall in a non-equilibrium geometry.

Calculated values
**Relative energy (zero: lowest compared OMol25 entry of this formula, charge and spin)**: 80.75 kcal/mol
**Highest occupied orbital energy**: -15.37 eV
**Charge**: +2
**LUMO level**: -6.1 eV
**Orbital gap**: 9.25 eV

The geometry in XYZ format:
```
52
Properties=species:S:1:pos:R:3:forces:R:3
C 1.326 -0.231 -0.942 0.10 -1.80 -3.08
C 0.550 0.891 -0.397 -1.87 -0.48 0.45
C 0.757 0.875 1.074 0.31 -0.85 3.69
C -0.274 -0.180 1.645 3.19 -0.25 -1.22
C -1.363 0.106 2.303 -2.11 2.96 1.32
N -1.999 -0.900 3.077 -3.27 -2.01 1.69
C -3.318 -1.100 3.196 2.00 1.85 -1.77
N 0.938 2.205 -0.975 5.60 -4.80 -1.29
H 1.026 -0.472 -2.000 0.68 0.64 0.73
H 1.366 -1.224 -0.519 -1.50 -0.22 1.09
H 2.363 -0.128 -0.817 1.68 1.11 -0.51
H -0.572 0.661 -0.625 1.88 1.03 0.29
H 0.779 1.839 1.643 -0.98 -0.68 -0.85
H 1.790 0.491 1.462 -1.49 0.18 -1.35
H 0.102 -1.245 1.461 -0.99 1.72 0.68
H -1.889 1.161 2.431 1.57 -2.21 -0.37
H -1.336 -1.533 3.609 -0.77 0.36 -1.19
H -4.042 -0.320 2.802 1.34 -0.84 0.23
H -3.836 -1.989 3.541 0.96 0.04 0.93
H 2.095 2.469 -0.762 -2.08 -1.59 -1.13
H 0.725 2.178 -1.948 -0.41 1.11 -1.31
H 0.653 2.894 -0.450 -3.61 4.89 3.06
H -3.530 0.461 -1.744 0.53 1.89 -0.53
H -3.454 2.030 -2.051 -2.71 3.35 0.05
O -3.001 1.258 -2.039 1.87 -5.07 0.67
H -1.313 -1.858 -1.822 0.05 0.74 -1.24
H -0.983 -2.952 -0.908 0.52 -0.82 0.33
O -1.482 -2.146 -0.944 -0.50 0.01 1.06
H 4.355 2.937 -0.515 -2.23 -1.24 0.30
H 3.912 1.452 -0.648 -0.22 -0.08 0.12
O 3.538 2.320 -0.410 2.77 1.25 -0.27
H -4.436 -2.747 1.391 1.27 -0.63 -1.40
H -2.929 -2.853 0.614 0.31 -0.94 -2.35
O -3.474 -2.580 1.307 -1.99 1.45 3.34
H -1.654 0.903 -2.973 0.51 -0.60 -0.36
H -1.162 -0.325 -3.790 -0.64 -1.16 -0.99
O -0.858 0.433 -3.339 0.37 1.50 1.02
H 0.228 3.862 -3.828 0.02 0.12 -1.08
H -0.015 2.260 -4.178 -0.09 0.22 -0.86
O 0.098 2.966 -3.546 0.05 -0.34 1.92
H 0.402 -3.438 3.150 -0.23 2.00 0.03
H 1.310 -2.359 3.629 1.20 0.55 0.70
O 0.456 -2.429 3.238 -0.98 -2.90 -0.37
H -1.287 4.017 1.086 -6.72 3.80 -1.99
H -0.087 4.286 1.936 -1.55 -2.53 -2.20
O -0.568 3.590 1.285 8.15 -0.98 4.12
H 4.589 -1.150 -1.708 0.11 0.24 0.89
H 5.424 -1.187 -0.444 2.09 -0.78 0.84
O 4.621 -0.868 -0.768 -2.20 0.73 -1.77
H 2.354 -4.055 0.269 3.18 -0.03 1.13
H 1.572 -4.196 -0.952 0.79 -1.32 -8.20
O 1.532 -4.079 -0.109 -4.00 1.39 7.03
```
Forces are in eV/Å.

---

No. 3
Density functional theory data (ωB97M-V with the def2-TZVPD basis set) for C52H58MgN5OS2 as an isolated structure in a non-equilibrium geometry.

Calculated values
**Highest occupied orbital energy (spin up / spin down)**: -3.76 / -3.77 eV
**Charge**: -1
**LUMO level (spin up / spin down)**: 2.0 / 2.0 eV
**Orbital gap (spin up / spin down)**: 5.79 / 5.78 eV

The geometry in XYZ format:
```
119
Properties=species:S:1:pos:R:3:forces:R:3
Mg -0.382 1.161 -0.998 -0.13 -0.22 -0.09
C -1.787 4.152 -0.689 -1.22 -0.24 0.18
N -2.176 3.049 -1.591 1.52 0.15 0.45
C -2.054 3.335 -3.063 -0.20 -1.31 0.65
C -0.610 3.713 -3.415 -0.61 -0.68 0.24
N 0.310 2.573 -3.133 -0.42 0.15 -0.83
C 0.140 1.566 -4.201 -0.19 -1.97 0.80
C 1.671 3.029 -3.102 1.39 0.26 -0.72
C 2.279 3.595 -4.261 -0.37 -0.28 0.97
C 3.598 4.041 -4.188 -0.56 0.08 -0.83
C 4.354 3.891 -3.036 -1.07 0.14 0.40
C 3.782 3.316 -1.913 0.00 0.17 -0.53
C 2.451 2.846 -1.938 0.05 0.23 -0.23
S 1.869 2.085 -0.497 -0.56 -0.41 0.26
C -3.448 2.502 -1.266 -0.45 0.03 -0.48
C -4.502 3.292 -0.805 0.50 -0.47 -0.40
C -5.788 2.799 -0.755 -0.06 -0.19 0.64
C -6.043 1.463 -1.010 1.22 -0.23 -1.09
C -4.995 0.677 -1.520 0.00 1.19 0.95
C -3.672 1.159 -1.594 -0.69 -0.30 -0.08
S -2.400 0.062 -2.067 0.36 0.01 -0.27
H -2.481 5.026 -0.848 0.82 -0.39 0.36
H -0.752 4.452 -0.768 0.24 0.03 -0.43
H -1.878 3.741 0.338 -0.24 0.51 -0.43
H -2.798 4.111 -3.302 0.33 0.07 -0.26
H -2.342 2.371 -3.591 0.20 1.24 0.63
H -0.319 4.529 -2.764 0.24 0.32 -0.25
H -0.573 4.008 -4.488 0.13 0.02 0.54
H 0.192 1.982 -5.206 0.08 0.25 -0.19
H -0.877 1.098 -4.042 1.19 0.26 -0.39
H 0.930 0.741 -4.097 -1.21 1.24 -0.03
H 1.713 3.689 -5.208 0.37 0.01 0.76
H 3.985 4.562 -5.058 0.24 -0.13 0.06
H 5.311 4.352 -2.970 0.78 0.06 -0.03
H 4.352 3.265 -0.987 -0.19 -0.18 -0.14
H -4.289 4.275 -0.445 -0.11 0.58 -0.13
H -6.586 3.463 -0.497 -0.40 0.25 0.44
H -7.026 1.063 -0.866 -0.42 -0.21 -0.18
H -5.133 -0.317 -1.853 -0.34 -0.97 -0.01
C 1.359 3.754 2.253 -0.99 0.18 0.74
C 0.702 2.459 2.858 0.33 0.45 -0.62
C 0.975 2.565 4.380 1.40 1.10 -0.97
C -0.805 2.260 2.631 -0.30 0.91 -1.20
C -1.665 3.294 3.087 -0.48 -1.35 -0.37
C -3.073 3.157 3.025 1.00 2.28 0.47
C -3.616 2.016 2.538 0.64 -1.67 -0.39
C -2.791 0.956 2.056 1.14 0.19 0.12
C -3.530 -0.369 1.933 -1.49 -0.11 0.18
C -4.027 -0.789 3.382 0.56 -0.78 -0.55
C -2.972 -1.629 1.201 0.34 0.62 -0.44
C -1.348 1.130 1.906 -2.02 1.37 1.37
N -0.594 0.311 1.048 1.58 -1.42 0.21
C 0.046 -0.796 1.549 -0.33 0.44 -1.69
C 0.785 -1.870 0.902 -0.82 1.28 0.57
N 1.159 -1.891 -0.433 -1.35 1.44 -3.09
C 1.973 -2.902 -1.110 0.84 1.17 -0.61
C 1.443 -3.749 -2.126 0.04 -0.58 1.60
C 2.312 -4.533 -2.863 0.54 0.11 0.25
C 3.681 -4.443 -2.726 0.85 0.50 0.98
C 4.193 -3.611 -1.730 -1.83 0.23 -0.60
C 3.378 -2.727 -1.008 -0.35 -1.18 0.02
C 4.101 -1.718 -0.144 0.12 0.65 0.81
C 4.932 -2.335 1.025 -0.14 -0.49 -0.83
C 5.064 -0.823 -0.921 0.45 0.09 -0.64
C -0.018 -4.082 -2.344 -0.21 0.49 -0.05
C -0.380 -5.518 -1.934 0.99 -0.08 -0.23
C -0.371 -3.933 -3.819 0.36 -0.61 -1.44
C 0.969 -3.007 1.804 -0.64 1.99 -1.03
C 1.434 -4.286 1.661 0.05 0.50 0.51
C 1.373 -5.074 2.805 -0.29 -0.27 1.60
C 0.842 -4.640 4.033 1.36 -1.67 -1.61
C 0.334 -3.356 4.200 0.58 1.32 -2.46
C -0.159 -2.776 5.350 -1.08 2.04 1.59
C -0.616 -1.431 5.331 0.58 -0.92 0.24
C -0.621 -0.653 4.135 0.42 -0.63 -0.94
C -0.111 -1.229 2.933 -0.16 -0.28 2.65
C 0.424 -2.531 3.024 -0.66 -1.35 1.97
H 2.454 3.725 2.405 -0.51 -0.14 -0.39
H 0.998 4.617 2.850 0.11 -0.25 -0.30
H 1.077 3.918 1.210 0.37 -0.11 0.22
H 1.241 1.608 2.361 -0.45 0.48 0.85
H 0.577 3.519 4.844 0.30 -1.11 -0.68
H 2.097 2.595 4.440 -0.97 -0.12 0.51
H 0.578 1.716 4.868 -0.23 -0.84 0.89
H -1.220 4.206 3.461 0.00 0.00 0.19
H -3.733 4.005 3.350 0.75 -0.90 -0.29
H -4.693 1.883 2.600 0.12 -0.17 -0.23
H -4.487 -0.079 1.421 0.78 -0.37 0.02
H -3.200 -1.336 3.852 0.03 0.46 0.28
H -4.794 -1.583 3.309 -0.05 0.57 -0.15
H -4.376 0.042 4.026 0.22 -0.48 -0.48
H -2.266 -2.262 1.789 -0.66 0.55 -0.11
H -2.437 -1.363 0.252 -0.68 -0.16 0.79
H -3.875 -2.205 0.946 0.45 -0.18 0.02
H 1.901 -5.313 -3.466 -0.17 -0.09 -0.67
H 4.399 -4.975 -3.345 -0.36 -0.32 0.10
H 5.204 -3.597 -1.479 1.70 0.04 -0.11
H 3.374 -1.035 0.297 -0.22 -0.15 0.07
H 5.946 -2.644 0.654 -0.91 -0.10 0.29
H 4.363 -3.177 1.442 0.46 0.10 0.11
H 5.116 -1.595 1.800 -0.15 0.10 0.05
H 5.843 -1.440 -1.416 -0.22 0.31 0.34
H 5.557 -0.140 -0.200 -0.22 -0.25 -0.49
H 4.596 -0.235 -1.725 -0.07 -0.10 0.43
H -0.649 -3.379 -1.786 0.11 -0.12 0.06
H 0.247 -6.288 -2.444 -0.33 0.63 0.32
H -1.385 -5.674 -2.242 -1.01 -0.32 -0.23
H -0.337 -5.691 -0.870 0.19 0.04 0.43
H 0.225 -4.660 -4.453 -0.65 0.62 0.72
H -0.144 -2.951 -4.254 -0.14 -0.04 0.42
H -1.428 -4.176 -4.005 0.25 0.22 0.15
H 1.929 -4.687 0.800 -0.07 0.11 -0.52
H 1.823 -6.061 2.710 -0.22 0.03 0.38
H 0.976 -5.319 4.838 -0.28 -0.39 0.82
H -0.184 -3.328 6.306 0.00 0.25 -0.60
H -0.925 -0.961 6.297 0.12 -0.44 -1.04
H -1.023 0.369 4.157 0.23 -0.72 0.06
O 1.156 -1.075 -2.481 -1.48 1.14 1.86
N 0.678 -0.894 -1.323 2.60 -2.85 -0.52
```
Forces are in eV/Å.

---

No. 4
Density functional theory data (ωB97M-V with the def2-TZVPD basis set) for C32H38BCrN4O4 as an isolated structure.

Calculated values
**Relative energy (zero: lowest compared OMol25 entry of this formula, charge and spin)**: 0.00 kcal/mol
**2S+1**: 2
**Highest occupied orbital energy (spin up / spin down)**: -7.43 / -7.41 eV
**Charge**: 0
**LUMO level (spin up / spin down)**: -0.5 / -0.6 eV
**Orbital gap (spin up / spin down)**: 6.91 / 6.86 eV
**Expectation value of S²**: 0.779

The geometry in XYZ format:
```
80
Properties=species:S:1:pos:R:3:forces:R:3
Cr -0.797 -0.644 0.209 0.18 0.01 0.09
C 1.407 -0.230 -2.365 -0.02 -0.03 0.01
C 0.936 0.942 -1.510 -0.07 0.10 -0.06
C 1.822 1.318 -0.346 -0.01 0.00 0.04
C 2.729 2.356 -0.503 -0.02 -0.04 0.00
C 3.469 2.817 0.573 0.03 0.04 0.01
C 3.222 2.294 1.830 0.01 0.01 0.02
C 2.307 1.266 2.030 -0.06 -0.01 -0.03
C 1.913 0.920 3.451 0.00 0.00 -0.02
C 3.032 0.320 4.301 0.02 -0.03 0.03
C 1.676 0.703 0.908 -0.02 0.02 0.00
N 0.802 -0.404 1.015 0.02 0.01 -0.01
C 1.335 -1.654 1.609 0.00 0.07 0.03
C 0.173 -2.602 1.751 0.04 -0.08 -0.09
C 0.081 -3.863 2.293 0.03 0.01 0.02
C -1.270 -4.274 2.130 -0.03 0.04 -0.03
C -1.928 -3.253 1.486 -0.01 0.01 -0.02
N -1.050 -2.227 1.243 -0.08 -0.01 0.14
H 0.784 -0.344 -3.255 0.00 0.00 0.00
H 1.382 -1.169 -1.813 0.01 -0.01 0.00
H 2.435 -0.062 -2.689 0.00 0.01 -0.01
H -0.113 0.820 -1.167 0.02 -0.07 0.01
H 0.839 1.828 -2.145 0.07 -0.02 0.00
H 2.836 2.822 -1.476 0.01 -0.01 0.00
H 4.181 3.622 0.444 0.00 -0.01 0.00
H 3.718 2.725 2.694 0.00 0.00 0.00
H 1.037 0.273 3.448 0.01 -0.02 -0.01
H 1.583 1.852 3.918 0.02 0.01 0.00
H 3.371 -0.639 3.910 -0.01 0.01 -0.01
H 2.693 0.160 5.326 0.00 0.01 -0.01
H 3.899 0.981 4.337 -0.01 0.02 -0.01
H 1.727 -1.439 2.605 -0.03 0.01 0.03
H 0.877 -4.420 2.764 0.00 0.01 0.00
H -1.709 -5.202 2.462 0.01 -0.01 -0.01
H -2.964 -3.174 1.196 0.01 -0.01 0.01
O -3.281 1.141 0.817 -0.08 -0.01 0.01
B -1.881 1.066 0.707 0.03 -0.01 0.03
O -1.339 2.346 0.912 0.02 0.07 0.01
C -2.400 3.182 1.154 -0.01 -0.01 0.00
C -2.392 4.533 1.418 0.03 -0.04 0.00
C -3.631 5.135 1.629 -0.02 0.02 0.00
C -4.812 4.403 1.575 -0.01 0.03 0.01
C -4.806 3.035 1.308 0.03 -0.05 -0.02
C -3.577 2.451 1.099 0.00 0.04 0.00
H -1.467 5.090 1.461 0.00 0.00 0.00
H -3.674 6.195 1.842 0.00 0.00 0.00
H -5.756 4.903 1.747 0.00 0.00 0.00
H -5.718 2.454 1.268 0.00 0.00 0.00
C 4.054 -2.945 2.624 0.01 -0.04 0.05
C 3.884 -2.049 1.401 -0.01 -0.02 -0.04
C 4.975 -2.333 0.374 0.00 0.00 -0.01
C 2.501 -2.240 0.775 0.03 0.00 0.05
H 4.994 -2.740 3.140 0.00 0.00 -0.01
H 4.060 -3.996 2.322 0.00 0.00 -0.01
H 3.244 -2.820 3.347 0.02 0.00 -0.03
H 3.973 -1.002 1.708 0.01 0.02 0.02
H 4.885 -3.353 -0.011 0.00 0.00 0.01
H 5.971 -2.231 0.811 -0.01 0.01 0.01
H 4.905 -1.647 -0.472 0.00 0.00 0.00
H 2.329 -3.309 0.619 0.00 -0.02 0.01
H 2.494 -1.771 -0.210 -0.02 0.02 -0.02
O -3.364 3.342 -5.101 -0.03 0.05 -0.05
C -3.921 2.086 -5.411 0.01 0.00 0.03
N -3.289 1.174 -4.484 0.02 -0.04 0.00
C -3.452 -0.158 -4.613 -0.01 0.05 -0.04
O -4.150 -0.645 -5.486 0.01 -0.02 0.02
C -2.728 -1.036 -3.630 0.01 -0.06 -0.02
C -2.610 -2.390 -3.926 -0.01 0.00 -0.01
C -1.958 -3.223 -3.036 0.01 0.03 0.00
C -1.446 -2.683 -1.870 0.05 -0.01 0.05
N -1.563 -1.381 -1.574 -0.16 -0.04 -0.24
C -2.201 -0.581 -2.438 0.02 0.04 0.05
H -3.835 4.026 -5.587 0.03 -0.05 0.04
H -3.699 1.777 -6.436 -0.01 -0.01 -0.01
H -5.005 2.070 -5.264 -0.01 0.01 -0.01
H -2.627 1.582 -3.846 -0.01 0.01 0.01
H -3.041 -2.757 -4.848 0.00 0.01 0.00
H -1.845 -4.280 -3.230 -0.01 0.00 0.00
H -0.939 -3.291 -1.131 -0.01 -0.01 0.01
H -2.298 0.449 -2.118 -0.01 0.00 0.00
```
Forces are in eV/Å.

---

Energy for the records above, in order: -287.72991, -1110.22921, -3361.85338, -2831.54548 a.u.